# 1
85
Properties=species:S:1:pos:R:3:forces:R:3 method="wB97M-V/def2-TZVPD" fmax_ev_per_a=0.911 charge=+1 e_above_lowest_kcal_mol=14.5
Sc 0.293 -0.578 -0.327 -0.3 -0.8 0.1
C -3.123 -4.564 -3.318 0.0 0.0 0.0
S -2.720 -3.674 -1.813 -0.1 0.1 -0.1
C -0.980 -3.493 -1.916 -0.1 -0.2 0.1
S -0.039 -4.157 -3.111 -0.1 0.1 0.0
N -0.600 -2.732 -0.861 0.6 0.7 0.0
N 0.719 -2.678 -0.523 0.7 -0.3 0.0
C 1.485 -3.699 -0.459 -0.2 -0.1 -0.1
C 2.892 -3.602 -0.054 -0.2 0.0 0.0
C 3.514 -4.714 0.501 0.0 0.0 0.0
C 4.832 -4.611 0.908 0.0 0.0 0.0
C 5.490 -3.403 0.745 0.0 0.0 0.0
C 4.799 -2.352 0.166 0.0 0.0 0.0
N 3.534 -2.444 -0.233 0.0 0.3 -0.1
H -4.210 -4.602 -3.350 0.0 0.0 0.0
H -2.738 -4.047 -4.195 0.0 0.0 0.0
H -2.716 -5.572 -3.293 0.0 0.0 0.0
H 1.088 -4.685 -0.688 0.0 0.1 0.1
H 2.964 -5.638 0.607 0.0 0.0 0.0
H 5.337 -5.461 1.347 0.0 0.0 0.0
H 6.520 -3.275 1.045 0.0 0.0 0.0
H 5.282 -1.395 0.007 0.0 0.0 0.0
Se 1.475 -0.789 2.099 -0.1 0.0 0.1
P -0.525 -0.204 2.727 0.0 0.2 0.1
Se -1.967 -0.484 1.131 -0.1 0.1 0.1
C -0.506 1.534 3.257 0.0 0.0 0.0
C 0.642 2.078 3.830 0.0 0.0 -0.1
C 0.641 3.390 4.274 0.0 0.0 0.0
C -0.504 4.166 4.149 0.0 0.0 0.0
C -1.649 3.627 3.583 0.0 0.0 0.0
C -1.651 2.314 3.135 -0.1 0.0 0.0
C -0.991 -1.171 4.179 0.0 0.0 0.0
C -0.053 -1.347 5.195 0.0 0.0 0.0
C -0.407 -2.025 6.347 0.0 0.0 0.0
C -1.693 -2.533 6.488 0.0 0.0 0.0
C -2.624 -2.362 5.476 0.0 0.0 0.0
C -2.276 -1.680 4.318 0.0 0.0 0.0
H 1.541 1.481 3.915 0.0 0.0 0.0
H 1.533 3.807 4.719 0.0 0.0 0.0
H -0.503 5.189 4.497 0.0 0.0 0.0
H -2.544 4.227 3.490 0.0 0.0 0.0
H -2.544 1.895 2.687 0.0 0.0 0.0
H 0.954 -0.964 5.082 0.0 0.0 0.0
H 0.320 -2.162 7.135 0.0 0.0 0.0
H -1.965 -3.066 7.388 0.0 0.0 0.0
H -3.622 -2.763 5.583 0.0 0.0 0.0
H -3.001 -1.553 3.525 0.0 0.0 0.0
O 2.146 -0.443 -1.445 0.3 -0.4 0.3
C 2.827 0.567 -2.193 0.0 0.0 -0.1
C 3.701 1.448 -1.315 0.0 0.0 -0.1
C 3.047 1.795 0.023 0.0 -0.1 0.0
C 1.729 2.508 -0.096 -0.1 0.0 0.0
C 1.711 3.899 -0.091 0.0 0.0 0.0
C 0.512 4.584 -0.147 0.0 0.0 0.0
C -0.663 3.855 -0.207 0.0 -0.1 0.0
C -0.575 2.478 -0.225 -0.1 -0.1 0.0
N 0.585 1.799 -0.180 0.0 0.0 -0.1
H 2.762 -1.173 -1.089 -0.1 0.2 -0.1
H 2.052 1.161 -2.684 0.0 0.0 0.1
H 3.415 0.082 -2.976 0.0 0.1 0.0
H 3.935 2.355 -1.878 0.0 0.0 0.0
H 4.654 0.953 -1.114 0.0 0.0 0.0
H 3.728 2.432 0.589 0.0 0.0 0.0
H 2.902 0.889 0.612 0.0 0.1 0.0
H 2.649 4.431 -0.022 0.0 0.0 0.0
H 0.495 5.665 -0.130 0.0 0.0 0.0
H -1.631 4.331 -0.234 0.0 0.0 0.0
H -1.477 1.873 -0.262 0.1 0.1 0.0
C -0.825 1.808 -3.622 0.0 0.0 -0.1
Te -0.515 -0.265 -3.184 0.0 0.1 -0.3
C -2.615 -0.465 -3.455 0.0 0.0 0.1
C -3.052 0.790 -4.170 0.0 0.0 0.0
C -4.319 0.865 -4.742 0.0 0.0 0.0
C -4.726 2.013 -5.397 0.0 0.0 0.0
C -3.864 3.099 -5.493 0.0 0.0 0.0
C -2.603 3.029 -4.930 0.0 0.0 0.0
C -2.190 1.879 -4.263 0.0 0.0 0.0
H -0.040 2.156 -4.291 0.0 0.0 0.0
H -0.780 2.393 -2.705 0.0 0.0 0.0
H -3.094 -0.592 -2.486 0.0 0.0 0.0
H -2.788 -1.362 -4.044 0.0 0.0 0.0
H -4.986 0.015 -4.677 0.0 0.0 0.0
H -5.709 2.059 -5.844 0.0 0.0 0.0
H -4.174 3.993 -6.015 0.0 0.0 0.0
H -1.927 3.871 -5.012 0.0 0.0 0.0

---

# 2
156
Properties=species:S:1:pos:R:3:forces:R:3 method="wB97M-V/def2-TZVPD" fmax_ev_per_a=7.020 charge=+1 energy_ev=-143664.687 spin_multiplicity=2 s2=0.760
C -3.175 2.417 -2.762 0.7 0.6 1.3
C -1.795 2.575 -2.041 -2.2 -0.5 -1.9
O -1.402 1.227 -1.735 1.1 -0.7 2.2
P -0.715 0.943 -0.279 -0.1 1.8 -0.2
O -1.492 1.441 0.904 0.9 -1.3 -1.4
O 0.721 1.726 -0.389 -1.5 -1.4 -0.2
C 0.829 3.084 0.089 0.4 0.2 0.6
C 1.775 3.763 -0.895 -0.3 -0.2 -0.2
O -0.389 -0.632 -0.320 -1.3 2.8 1.5
C 0.170 -1.252 -1.409 2.3 -3.1 -1.0
C 0.410 -2.767 -1.035 -1.2 0.8 0.2
H -3.248 1.583 -3.460 0.4 0.4 -0.2
H -3.954 2.226 -2.024 0.3 0.1 -0.1
H -3.376 3.402 -3.184 -0.3 -0.2 -0.5
H -1.120 3.018 -2.773 0.5 -0.1 0.4
H -1.978 3.226 -1.186 0.5 -0.3 0.2
H -0.129 3.599 0.150 -0.1 -0.2 -0.3
H 1.139 2.990 1.130 0.5 0.3 -0.1
H 2.243 4.710 -0.626 -0.3 -0.1 0.5
H 2.557 3.056 -1.173 0.0 0.1 0.1
H 1.153 3.943 -1.771 0.3 0.1 -0.3
H -0.387 -1.177 -2.343 -0.6 0.0 0.3
H 1.158 -0.867 -1.659 0.1 0.5 0.2
H -0.517 -3.220 -0.682 -0.9 -0.1 -1.3
H 0.885 -3.278 -1.873 -0.3 -0.1 0.3
H 0.858 -3.033 -0.078 1.5 1.0 -0.1
C -6.079 4.459 -2.446 -1.7 -1.3 0.9
C -6.933 3.233 -2.092 -1.1 0.5 0.6
O -6.062 2.172 -2.171 1.4 -3.8 -0.3
P -6.467 0.588 -2.015 0.9 1.9 -0.7
O -7.843 0.288 -2.438 1.0 -0.3 0.5
O -5.227 -0.057 -2.892 -2.2 3.9 2.8
C -5.045 -1.404 -3.090 -0.7 -0.6 1.3
C -3.923 -1.408 -4.015 0.3 -0.9 -1.5
O -6.160 0.368 -0.464 -0.7 -1.3 -1.1
C -4.957 0.611 0.256 -0.8 2.0 1.2
C -5.435 0.481 1.760 0.5 -0.9 -0.8
H -5.244 4.421 -1.746 0.3 0.1 -0.4
H -5.827 4.275 -3.490 0.3 1.0 0.1
H -6.711 5.295 -2.145 0.3 0.5 -0.9
H -7.341 3.278 -1.082 0.1 0.3 0.4
H -7.806 2.984 -2.695 0.0 0.7 -0.5
H -4.795 -1.967 -2.191 0.0 0.2 0.5
H -6.017 -1.778 -3.413 0.3 -0.6 -0.7
H -3.807 -2.480 -4.173 0.8 0.1 -1.1
H -4.243 -0.768 -4.837 0.1 -0.8 -0.7
H -2.997 -0.922 -3.705 -0.1 -0.3 0.8
H -4.085 0.153 -0.212 -0.1 -0.9 0.7
H -4.751 1.675 0.140 0.2 0.2 -0.1
H -4.724 0.753 2.540 0.4 0.2 -0.4
H -6.320 1.104 1.892 0.1 0.1 -0.3
H -5.760 -0.535 1.980 0.0 -0.1 -0.1
C -1.654 -1.857 3.237 0.6 1.2 0.1
C -1.852 -1.039 4.512 1.0 0.2 -2.2
O -2.140 -2.046 5.455 0.6 -1.5 3.8
P -1.092 -2.442 6.579 1.0 4.4 -4.8
O -1.675 -3.379 7.580 -0.3 -1.1 1.5
O 0.180 -3.020 5.736 -2.3 0.6 2.1
C 1.193 -3.582 6.607 2.2 -0.4 0.3
C 2.401 -3.999 5.753 -0.4 0.4 -0.3
O -0.667 -0.992 7.220 -1.7 -2.7 -0.7
C -0.096 -0.745 8.523 1.9 -0.2 0.4
C 0.488 0.667 8.463 -0.6 -0.1 0.5
H -2.628 -2.336 3.135 0.4 -0.3 -0.8
H -1.317 -1.206 2.429 -0.8 0.1 -0.4
H -0.797 -2.527 3.312 -0.4 -0.5 0.4
H -0.973 -0.474 4.824 -0.1 0.2 -0.1
H -2.713 -0.384 4.378 0.1 -0.1 0.5
H 1.527 -2.857 7.350 -0.2 0.3 -0.1
H 0.741 -4.408 7.155 0.2 -0.2 -0.2
H 3.359 -4.148 6.253 -0.6 -1.0 0.9
H 2.065 -4.827 5.130 0.6 0.0 -0.1
H 2.806 -3.189 5.146 -1.0 0.4 -0.5
H -0.748 -1.054 9.340 -0.5 0.6 -0.2
H 0.720 -1.466 8.577 0.3 0.1 0.3
H 1.040 0.708 7.524 0.0 0.5 0.1
H -0.252 1.460 8.575 -0.3 -0.2 -0.7
H 1.137 0.932 9.297 0.4 -0.7 0.0
C -0.147 4.691 8.445 1.3 -0.6 0.1
C 0.293 5.948 7.630 -1.8 -1.9 1.2
O 0.921 5.546 6.388 -0.6 -0.1 -0.8
P 0.160 5.207 4.972 -0.3 1.9 0.3
O -0.437 6.407 4.275 1.5 -2.6 1.1
O 1.279 4.336 4.162 -1.0 1.5 1.6
C 1.222 2.911 3.972 -2.1 0.9 -1.2
C 2.554 2.471 3.612 1.8 -0.1 -0.2
O -0.940 4.137 5.438 1.8 0.6 0.1
C -2.083 3.891 4.658 -0.4 -0.7 -0.2
C -2.209 2.402 4.501 -0.3 -1.6 -0.6
H 0.797 4.206 8.695 0.1 -0.5 0.0
H -0.591 4.889 9.420 -0.1 0.6 -0.1
H -0.780 3.942 7.969 0.0 0.4 -0.5
H -0.643 6.506 7.612 0.4 0.7 -1.2
H 0.979 6.430 8.326 0.4 0.4 -0.9
H 0.746 2.341 4.769 0.2 0.4 0.4
H 0.570 2.827 3.103 -0.3 -0.5 0.0
H 2.522 1.464 3.195 0.3 -0.2 0.4
H 3.005 3.101 2.845 -0.3 0.1 -0.2
H 3.199 2.624 4.477 0.3 -0.7 0.0
H -2.880 4.403 5.197 -0.4 -0.4 -0.4
H -2.027 4.220 3.620 0.2 0.9 0.2
H -1.567 1.978 3.729 0.2 0.7 -0.6
H -1.899 1.709 5.283 -0.6 0.7 1.0
H -3.206 2.150 4.139 -0.2 -0.1 0.3
C 5.302 -0.198 -6.763 0.5 0.0 -0.1
C 4.522 0.620 -7.726 -0.5 1.1 -1.7
O 3.175 0.813 -7.344 -2.7 2.5 1.6
P 2.602 2.396 -6.991 1.5 -0.8 -3.8
O 2.744 3.363 -8.129 -0.2 -1.8 1.7
O 3.497 2.806 -5.787 0.6 -0.4 0.5
C 3.160 2.898 -4.422 -1.6 -0.2 1.3
C 2.816 1.572 -3.716 0.2 -1.2 -1.1
O 1.098 2.169 -6.524 1.0 0.3 0.3
C 0.150 1.969 -7.574 -3.6 -0.2 0.5
C -1.249 1.745 -6.852 1.8 -2.0 0.7
H 6.348 -0.122 -7.061 0.1 -0.2 0.1
H 5.220 0.226 -5.763 -0.1 -0.2 0.1
H 5.012 -1.248 -6.811 -0.1 0.1 0.2
H 4.945 1.596 -7.963 0.5 0.1 0.5
H 4.421 0.194 -8.725 0.4 -0.6 0.0
H 3.971 3.398 -3.893 -0.1 0.1 -0.3
H 2.241 3.484 -4.436 0.2 0.5 0.6
H 2.981 1.478 -2.642 0.2 0.5 -0.1
H 1.818 1.186 -3.924 -0.4 0.7 0.1
H 3.373 0.774 -4.205 0.7 0.0 0.2
H -0.152 2.814 -8.194 1.7 0.3 -0.3
H 0.436 1.059 -8.102 -0.2 0.3 -0.3
H -0.972 0.903 -6.218 -0.4 -0.1 0.7
H -1.599 2.529 -6.181 0.2 0.3 -0.5
H -2.050 1.289 -7.435 0.1 0.7 -0.6
C 0.668 -6.430 -0.224 2.2 0.5 -0.1
C 0.896 -6.186 -1.725 -2.5 -0.3 -0.2
O 1.917 -5.240 -2.079 0.6 0.2 0.8
P 3.114 -5.688 -3.003 0.4 -2.6 -2.2
O 2.608 -6.270 -4.308 1.3 1.5 2.3
O 4.259 -4.513 -3.131 -2.2 -1.2 1.1
C 4.080 -3.309 -3.939 1.2 -0.1 -0.2
C 5.403 -3.231 -4.763 -0.8 -0.3 -0.7
O 3.827 -6.874 -2.061 -4.8 5.1 0.2
C 4.940 -7.417 -2.529 3.2 -2.5 -0.2
C 5.709 -7.869 -1.267 0.6 0.5 -0.8
H 1.643 -6.265 0.234 0.4 -0.4 0.1
H 0.104 -5.668 0.315 -0.8 -0.3 -0.5
H 0.422 -7.472 -0.021 -0.5 0.3 0.0
H 0.889 -7.108 -2.306 1.2 -0.2 0.2
H -0.050 -5.816 -2.121 0.0 0.8 -0.1
H 3.169 -3.412 -4.529 0.3 -0.1 -0.4
H 3.930 -2.424 -3.321 0.2 -0.3 0.5
H 5.810 -2.260 -5.049 -0.6 0.2 0.4
H 6.243 -3.755 -4.307 -0.4 -0.1 0.4
H 5.175 -3.743 -5.698 0.3 -0.1 -0.1
H 4.626 -8.262 -3.143 0.6 -0.4 -0.2
H 5.505 -6.734 -3.163 0.4 0.0 0.1
H 6.621 -8.385 -1.569 -0.2 -0.6 0.2
H 6.071 -7.019 -0.689 -0.2 0.4 -0.2
H 5.055 -8.410 -0.582 0.1 -0.4 -0.3